[1]
ORCA calculation (ωB97M-V with the def2-TZVPD basis set) on the molecule C2H4 at a distorted geometry.

Values from the calculation:
spin multiplicity = 1
energy relative to the best compared isomer or geometry (same formula, charge and spin) = 192.02 kJ/mol
LUMO level = 0.7 eV
HOMO-LUMO gap = 9.9 eV
max |F| = 11.17 eV Å⁻¹
structure (SMILES) = C=C
charge = 0
HOMO level = -9.202 eV

The geometry in XYZ format:
```
6
Properties=species:S:1:pos:R:3:nbo_charge:R:1
C 0.784 0.007 -0.026 -0.3722
C -0.822 -0.002 0.050 -0.3962
H 1.429 -0.911 0.075 0.1866
H 1.392 0.890 0.060 0.1798
H -1.151 0.947 -0.105 0.1966
H -1.173 -0.977 -0.098 0.2054
```

---

[2]
ORCA calculation (ωB97M-V with the def2-TZVPD basis set) on a structure of composition C2H40O20V at a distorted geometry.

Values from the calculation:
spin multiplicity = 4
energy relative to the best compared isomer or geometry (same formula, charge and spin) = 158.43 kJ/mol
expectation value of S² = 3.7556
LUMO level (alpha / beta) = -1.0 / -1.1 eV
HOMO-LUMO gap (alpha / beta) = 8.2 / 8.7 eV
max |F| = 3.37 eV Å⁻¹
charge = 0
HOMO level (alpha / beta) = -9.211 / -9.884 eV

The geometry in XYZ format:
```
63
Properties=species:S:1:pos:R:3:lowdin_spin:R:1
V -0.527 1.538 -2.417 2.8723
O -0.936 1.548 -0.435 0.0309
C -0.523 0.326 0.097 0.0053
C 0.822 -0.011 -0.538 0.0054
O 0.744 -0.063 -2.005 0.0188
H -1.365 -0.415 0.048 0.0004
H -0.335 0.352 1.170 -0.0005
H 0.901 -1.108 -0.375 -0.0004
H 1.714 0.528 -0.160 0.0002
O -3.225 -2.769 -0.679 0.0001
H -3.162 -3.375 0.057 0.0000
H -2.338 -2.558 -0.919 0.0000
O -1.987 -0.113 -3.307 0.0221
H -2.953 -0.147 -3.341 0.0011
H -1.687 -1.012 -3.175 0.0007
O 2.536 -3.122 -1.095 0.0000
H 1.758 -3.146 -0.513 0.0000
H 3.270 -3.341 -0.574 0.0000
O -0.705 -2.273 -2.133 0.0005
H -0.175 -2.953 -2.541 0.0000
H -0.162 -1.517 -1.915 0.0007
O -2.890 -0.109 3.118 0.0000
H -2.802 0.713 2.633 0.0000
H -3.353 0.197 3.873 0.0000
O 0.000 -0.519 3.541 -0.0001
H -0.890 -0.691 3.168 0.0000
H 0.611 -0.735 2.840 0.0000
O -3.603 1.645 -0.763 0.0040
H -3.976 2.158 -1.456 0.0003
H -2.651 1.832 -0.641 0.0010
O -2.208 2.302 1.733 -0.0002
H -1.454 2.207 2.328 0.0000
H -1.831 1.954 0.909 -0.0001
O 2.018 -1.365 1.942 0.0000
H 1.578 -1.701 1.158 0.0000
H 2.119 -2.150 2.447 0.0000
O 4.198 0.314 0.952 0.0000
H 4.160 0.015 0.033 0.0000
H 3.327 0.034 1.220 0.0000
O -4.834 -0.572 0.233 0.0000
H -4.243 0.089 -0.105 0.0000
H -4.414 -1.375 -0.159 0.0000
O 4.014 2.277 -0.814 0.0001
H 4.097 3.224 -0.641 0.0000
H 4.023 1.836 0.038 0.0000
O 3.460 -0.555 -1.431 0.0002
H 2.523 -0.279 -1.424 0.0001
H 3.298 -1.419 -1.146 0.0000
O -1.215 -2.287 1.604 0.0001
H -1.305 -1.527 1.037 0.0001
H -2.081 -2.478 1.963 0.0000
O 0.958 3.048 -1.949 0.0309
H 1.388 3.670 -2.507 0.0019
H 1.483 3.081 -1.133 0.0015
O 1.654 -0.796 -4.266 0.0008
H 2.206 -1.558 -4.398 0.0000
H 1.425 -0.740 -3.343 0.0001
O 1.083 2.921 0.938 0.0009
H 0.350 2.333 0.706 0.0004
H 1.484 2.393 1.618 0.0000
O -0.136 2.291 3.547 0.0000
H 0.091 1.354 3.406 0.0000
H 0.660 2.619 3.940 0.0000
```

---

[3]
ORCA calculation (ωB97M-V with the def2-TZVPD basis set) on a cluster of 20 separate species, C2H42O21 in total at a distorted geometry.

Values from the calculation:
spin multiplicity = 1
energy relative to the best compared isomer or geometry (same formula, charge and spin) = 84.96 kJ/mol
LUMO level = 4.6 eV
HOMO-LUMO gap = 8.3 eV
max |F| = 3.70 eV Å⁻¹
charge = -2
HOMO level = -3.613 eV

The geometry in XYZ format:
```
65
Properties=species:S:1:pos:R:3:nbo_charge:R:1
O 0.890 1.651 -0.076 -0.9920
C 0.492 0.449 0.455 -0.1463
C 0.381 -0.667 -0.650 -0.0946
O 0.014 -1.877 -0.117 -1.0177
H -0.498 0.585 0.921 0.1626
H 1.220 0.028 1.131 0.1385
H 1.407 -0.883 -1.091 0.1451
H -0.317 -0.447 -1.405 0.1344
O -2.106 0.275 -3.124 -0.9651
H -2.595 -0.537 -2.971 0.4816
H -1.395 0.123 -3.715 0.5083
O 0.674 -0.204 -3.921 -1.0049
H 1.300 0.338 -3.430 0.4862
H 0.353 -0.831 -3.230 0.4676
O 2.213 1.219 -2.408 -1.0149
H 2.913 0.535 -2.376 0.4898
H 1.710 1.160 -1.512 0.5143
O 3.450 0.634 0.227 -0.9823
H 2.496 0.803 0.233 0.4902
H 3.705 -0.296 0.364 0.4745
O 2.186 -0.685 3.404 -0.9706
H 1.652 -0.148 2.825 0.4949
H 2.206 -0.339 4.305 0.4815
O 2.909 3.623 -0.535 -0.9479
H 2.390 2.840 -0.581 0.4906
H 2.290 4.315 -0.629 0.4511
O -1.822 -3.961 0.541 -0.9735
H -2.673 -3.581 0.668 0.4706
H -1.153 -3.333 0.591 0.5001
O -2.651 -1.327 -0.727 -0.9757
H -1.656 -1.234 -0.730 0.5000
H -2.908 -2.004 -1.346 0.4563
O -3.427 1.652 0.853 -1.0165
H -3.583 0.777 1.227 0.4790
H -2.749 1.524 0.180 0.4894
O 1.934 2.007 2.576 -0.9430
H 1.353 1.900 1.797 0.4850
H 1.255 1.771 3.207 0.4508
O -3.574 -0.754 2.181 -0.9853
H -3.558 -0.229 2.980 0.4559
H -2.658 -1.123 2.093 0.5025
O 1.746 -3.673 -1.352 -0.9466
H 1.123 -3.877 -2.002 0.4462
H 1.306 -2.859 -1.050 0.4816
O 1.877 -2.696 1.597 -1.0264
H 1.874 -2.051 2.323 0.4739
H 1.257 -2.333 0.892 0.4861
O -0.690 0.664 3.975 -0.9918
H -1.069 1.526 3.819 0.4770
H -0.984 0.105 3.245 0.4999
O -0.139 3.701 1.233 -0.9940
H 0.298 3.150 0.593 0.5073
H -0.540 4.465 0.935 0.4601
O -0.501 -2.378 -2.808 -1.0045
H -0.856 -3.193 -2.518 0.4732
H -0.219 -1.975 -1.926 0.5072
O 0.021 2.896 -3.142 -0.9922
H -0.560 2.579 -2.403 0.4812
H 0.772 2.400 -2.848 0.4704
O -1.606 1.999 -1.136 -1.0021
H -0.826 1.676 -0.620 0.4999
H -1.790 1.324 -1.800 0.5004
O -1.190 -1.523 2.340 -1.0068
H -0.735 -2.179 2.943 0.5074
H -0.658 -1.497 1.529 0.5219
```

---

[4]
ORCA calculation (ωB97M-V with the def2-TZVPD basis set) on a cluster of 23 separate species, C2H48O24 in total at a distorted geometry.

Values from the calculation:
spin multiplicity = 1
energy relative to the best compared isomer or geometry (same formula, charge and spin) = 206.68 kJ/mol
LUMO level = 4.3 eV
HOMO-LUMO gap = 7.6 eV
max |F| = 3.38 eV Å⁻¹
charge = -2
HOMO level = -3.299 eV

The geometry in XYZ format:
```
74
Properties=species:S:1:pos:R:3:lowdin_charge:R:1
O 0.462 -0.543 1.735 -0.3547
C 0.529 -0.502 0.369 -0.3249
C -0.219 0.645 -0.281 -0.2722
O -0.212 0.440 -1.660 -0.3545
H -0.027 -1.360 0.164 0.0737
H 1.522 -0.677 0.010 0.0858
H 0.289 1.659 -0.180 0.1077
H -1.211 0.781 0.178 0.0993
O -2.650 -0.485 -1.339 -0.0806
H -1.755 -0.114 -1.324 -0.0227
H -2.959 -0.254 -0.450 -0.0049
O -1.602 2.372 -3.170 -0.0712
H -1.751 3.227 -2.810 -0.0126
H -1.156 1.770 -2.538 -0.0050
O 0.187 1.702 2.833 -0.0950
H 0.339 0.780 2.384 0.0037
H 0.480 2.336 2.188 -0.0073
O -2.260 2.147 2.824 -0.0945
H -1.387 1.818 2.601 -0.0541
H -2.601 1.471 3.419 0.0197
O 3.001 1.135 -0.601 -0.0289
H 3.724 0.549 -0.398 0.0446
H 2.322 0.467 -0.587 -0.0083
O 3.889 -3.419 0.904 -0.0963
H 4.810 -3.137 1.165 0.0498
H 3.457 -2.706 0.435 -0.0297
O -2.519 2.927 -0.275 -0.0364
H -3.219 2.323 -0.491 0.0403
H -2.954 3.707 0.103 0.0757
O 0.899 -3.237 1.589 -0.0537
H 0.977 -2.280 1.559 -0.0079
H 0.214 -3.301 2.300 0.0751
O -1.880 -0.754 3.275 -0.0896
H -0.978 -0.531 2.922 0.0084
H -2.252 -1.275 2.553 -0.0184
O 2.189 2.909 1.317 -0.0513
H 2.362 2.269 0.610 -0.0045
H 1.667 3.616 1.059 -0.0418
O -2.176 -2.083 0.962 -0.0658
H -1.436 -1.471 0.843 0.0111
H -1.895 -2.973 0.625 0.0817
O 3.135 -0.227 1.882 -0.0521
H 3.318 -0.193 2.808 0.0254
H 2.170 -0.367 1.730 -0.0020
O 1.609 0.863 -3.551 -0.0814
H 1.253 1.742 -3.749 0.0162
H 0.939 0.479 -2.978 -0.0363
O 0.522 -1.878 -2.434 -0.0497
H 0.249 -0.983 -2.122 -0.0158
H -0.008 -2.474 -1.984 -0.0418
O -1.787 -3.013 -1.860 -0.0811
H -2.183 -2.109 -1.708 0.0183
H -2.388 -3.589 -2.352 0.0494
O 0.822 -0.914 4.479 -0.0742
H 0.662 -0.024 4.830 0.0377
H 0.811 -0.798 3.514 -0.0187
O 2.855 -2.331 -1.399 -0.0852
H 2.024 -1.963 -1.759 -0.0044
H 3.596 -2.104 -1.991 0.0729
O 0.955 3.200 -2.138 -0.0572
H 0.283 3.905 -1.984 0.0423
H 0.594 2.374 -1.828 -0.0244
O -1.099 -0.350 -4.282 -0.0478
H -1.457 -0.401 -3.370 0.0133
H -1.863 -0.459 -4.835 0.0186
O -0.219 4.033 0.558 -0.0547
H -0.893 3.503 0.129 -0.0181
H -0.151 4.839 0.014 0.0582
O -3.826 0.637 0.856 -0.0465
H -3.112 1.058 1.305 -0.0176
H -4.212 -0.060 1.397 0.0673
O 0.980 -4.382 -0.913 -0.0442
H 0.442 -4.096 -0.199 -0.0226
H 1.758 -3.863 -0.889 -0.0337
```

---

[5]
ORCA calculation (ωB97M-V with the def2-TZVPD basis set) on a structure of composition C2H4AuLiO2 at a distorted geometry.

Values from the calculation:
spin multiplicity = 4
energy relative to the best compared isomer or geometry (same formula, charge and spin) = 35.18 kJ/mol
expectation value of S² = 3.7616
LUMO level (alpha / beta) = -3.9 / -7.9 eV
HOMO-LUMO gap (alpha / beta) = 7.9 / 5.5 eV
max |F| = 12.72 eV Å⁻¹
charge = +1
HOMO level (alpha / beta) = -11.832 / -13.463 eV

The geometry in XYZ format:
```
10
Properties=species:S:1:pos:R:3:lowdin_spin:R:1
O -0.899 2.069 -0.676 0.8194
C -0.069 -0.924 -0.849 0.0857
C 0.078 -1.027 0.500 0.1367
O 0.751 -0.108 1.224 0.4574
H -1.153 2.302 -1.567 0.0138
H 0.656 -0.324 -1.416 -0.0019
H -0.733 -1.621 -1.363 0.0033
H -0.222 -1.960 0.998 0.0171
Au 1.050 -0.003 2.905 1.4158
Li 0.540 1.595 0.243 0.0527
```

---

[6]
ORCA calculation (ωB97M-V with the def2-TZVPD basis set) on a structure of composition C2H4B3BrO5Pd at a distorted geometry.

Values from the calculation:
spin multiplicity = 1
LUMO level = -15.0 eV
HOMO-LUMO gap = 2.3 eV
max |F| = 2.81 eV Å⁻¹
charge = +2
HOMO level = -17.261 eV

The geometry in XYZ format:
```
16
Properties=species:S:1:pos:R:3:nbo_charge:R:1
O 3.053 -0.312 -1.284 -0.2781
C 2.790 0.250 -0.306 0.5345
Br 4.029 0.028 1.180 0.3522
C 1.488 1.102 -0.254 -0.8793
B 0.323 0.415 0.589 1.2149
O 0.325 -0.986 0.917 -0.8032
B -0.683 -1.492 0.130 0.9208
O -1.601 -0.655 -0.495 -0.8738
B -1.858 0.551 0.265 1.2868
O -3.089 1.136 0.211 -0.8542
O -0.823 1.107 1.028 -0.8114
H 1.730 2.140 0.064 0.3366
H 1.111 1.163 -1.307 0.3103
H -0.695 -2.701 -0.017 -0.0193
H -3.348 1.271 -0.722 0.5274
Pd -2.752 -3.017 0.001 1.0358
```

---

[7]
ORCA calculation (ωB97M-V with the def2-TZVPD basis set) on the molecule C2H4BFO at a distorted geometry.

Values from the calculation:
spin multiplicity = 1
energy relative to the best compared isomer or geometry (same formula, charge and spin) = 332.36 kJ/mol
LUMO level = -0.4 eV
HOMO-LUMO gap = 9.0 eV
max |F| = 5.59 eV Å⁻¹
structure (SMILES) = O=CBCF
charge = 0
HOMO level = -9.403 eV

The geometry in XYZ format:
```
9
Properties=species:S:1:pos:R:3:nbo_charge:R:1
B -0.190 0.220 0.089 0.4300
C -2.013 0.319 -0.291 0.2671
C 1.411 -0.492 -0.031 -0.2584
O -2.805 -0.276 0.339 -0.4943
F 2.447 0.314 0.248 -0.3642
H 1.532 -1.406 0.772 0.2004
H -0.047 1.113 0.958 -0.0862
H -2.044 1.230 -1.025 0.1224
H 1.709 -1.022 -1.059 0.1833
```

---

[8]
ORCA calculation (ωB97M-V with the def2-TZVPD basis set) on a cluster of 2 separate species, C2H4Br2 in total at a distorted geometry.

Values from the calculation:
spin multiplicity = 1
energy relative to the best compared isomer or geometry (same formula, charge and spin) = 149.69 kJ/mol
LUMO level = 0.6 eV
HOMO-LUMO gap = 10.0 eV
max |F| = 1.74 eV Å⁻¹
structure (SMILES) = C=CBr.Br
charge = 0
HOMO level = -9.324 eV

The geometry in XYZ format:
```
8
Properties=species:S:1:pos:R:3:nbo_charge:R:1
C 0.594 0.454 -0.311 -0.3766
C -0.343 0.225 -1.206 -0.3314
Br 0.040 -0.746 -2.737 0.0582
Br -0.595 -1.434 1.960 -0.1971
H -0.416 -0.807 3.246 0.2039
H 1.608 0.064 -0.178 0.2187
H 0.222 1.261 0.362 0.2030
H -1.109 0.982 -1.136 0.2213
```

---

no.,electronic energy (Eh)
1,-78.49326
2,-2548.98274
3,-1681.46658
4,-1910.78183
5,-371.78793
6,-3230.64296
7,-278.42349
8,-5226.57766